[1]
A structure of composition C46H72Cl2F21N15O14S6 in a non-equilibrium geometry. Source: the OMol25 dataset; level of theory: wB97M-V/def2-TZVPD.

Results
**E**: -247005.9389 eV
**LUMO**: 0.26 eV

Element x y z (Å)
C 1.425 -3.915 4.464
C 0.496 -4.902 3.818
N -0.880 -4.493 3.830
C -1.552 -4.241 4.992
C -2.844 -4.215 4.713
N -2.980 -4.492 3.321
C -1.774 -4.646 2.799
C -4.209 -4.180 2.440
H 1.275 -2.847 4.255
H 2.393 -4.178 4.052
H 1.596 -4.062 5.527
H 0.590 -5.947 4.254
H 0.755 -4.866 2.694
H -1.067 -4.191 5.980
H -3.677 -3.869 5.311
H -1.456 -4.770 1.683
H -3.699 -3.936 1.484
H -4.582 -3.243 2.856
H -4.815 -5.073 2.459
C 4.615 -4.950 0.936
C 3.517 -3.880 1.037
N 4.162 -2.570 1.266
C 4.852 -2.160 2.359
C 5.325 -0.911 2.040
N 4.869 -0.576 0.813
C 4.163 -1.611 0.338
C 4.798 0.807 0.338
H 5.250 -4.855 1.843
H 5.118 -4.824 -0.022
H 4.061 -5.860 1.024
H 2.847 -4.092 1.835
H 2.975 -3.723 0.118
H 5.001 -2.729 3.264
H 5.775 -0.296 2.806
H 3.625 -1.577 -0.546
H 4.372 1.491 1.121
H 4.280 0.762 -0.617
H 5.754 1.160 0.161
C 0.969 5.930 3.080
C 0.929 6.059 1.589
N -0.275 5.594 0.938
C -0.812 5.941 -0.290
C -1.992 5.249 -0.451
N -2.196 4.550 0.737
C -1.176 4.840 1.536
C -3.246 3.533 0.871
H 0.179 6.556 3.477
H 1.901 6.366 3.423
H 0.878 4.913 3.471
H 1.741 5.470 1.093
H 1.038 7.039 1.168
H -0.246 6.425 -1.073
H -2.580 5.179 -1.315
H -1.083 4.575 2.582
H -4.205 3.913 0.470
H -3.465 3.439 1.921
H -2.928 2.646 0.368
C -2.361 -3.356 -3.375
C -3.824 -3.116 -3.134
N -4.268 -1.675 -3.063
C -4.303 -0.763 -4.073
C -4.682 0.421 -3.500
N -4.786 0.234 -2.179
C -4.632 -1.051 -1.922
C -5.139 1.326 -1.243
H -1.851 -2.822 -4.223
H -2.340 -4.435 -3.528
H -1.755 -3.162 -2.499
H -4.048 -3.573 -2.209
H -4.500 -3.592 -3.869
H -4.090 -1.029 -5.077
H -4.762 1.380 -3.978
H -4.591 -1.495 -0.897
H -5.736 0.933 -0.425
H -5.716 2.007 -1.877
H -4.221 1.769 -0.886
C -1.767 6.366 -5.450
C -1.324 4.925 -5.392
N 0.129 4.841 -5.555
C 0.795 5.039 -6.775
C 2.105 4.712 -6.510
N 2.171 4.463 -5.140
C 0.984 4.602 -4.573
C 3.357 4.045 -4.373
H -1.345 6.902 -4.634
H -2.834 6.359 -5.260
H -1.606 6.826 -6.506
H -1.862 4.168 -6.080
H -1.664 4.507 -4.390
H 0.279 5.186 -7.702
H 2.951 4.682 -7.126
H 0.806 4.476 -3.525
H 3.133 4.091 -3.352
H 4.115 4.828 -4.506
H 3.653 3.055 -4.727
C 0.348 -2.366 0.618
C -0.601 -1.499 -0.193
N -0.310 -0.070 -0.162
C -1.059 0.828 -0.839
C -0.397 2.013 -0.750
N 0.648 1.877 0.080
C 0.713 0.561 0.429
C 1.679 2.925 0.464
H 0.221 -3.414 0.349
H -0.004 -2.222 1.602
H 1.394 -2.128 0.408
H -1.628 -1.664 0.232
H -0.500 -1.742 -1.242
H -1.848 0.471 -1.507
H -0.551 2.900 -1.217
H 1.441 0.215 1.202
H 1.648 3.020 1.607
H 1.515 3.855 -0.033
H 2.655 2.590 0.298
Cl 2.115 5.834 -1.620
Cl -2.796 2.854 -2.844
C -6.513 -0.099 4.104
F -7.090 -1.256 4.573
F -7.556 0.676 3.894
F -5.821 0.459 5.087
S -5.429 -0.244 2.621
O -6.117 -1.135 1.781
O -5.200 1.132 2.210
N -4.163 -1.042 3.388
S -2.764 -0.392 3.232
O -1.792 -1.424 3.312
O -2.568 0.471 2.096
C -2.426 0.672 4.698
F -1.144 0.517 5.062
F -2.710 1.949 4.430
F -3.291 0.271 5.621
C 5.130 3.849 4.783
F 3.904 4.256 5.339
F 5.693 4.832 4.201
F 5.921 3.366 5.744
S 4.842 2.476 3.633
O 4.013 2.914 2.530
O 6.186 2.040 3.454
N 4.102 1.360 4.488
S 2.518 1.051 4.331
O 1.714 2.041 3.649
O 2.366 -0.341 4.061
C 2.055 1.290 6.121
F 1.259 2.363 6.307
F 1.342 0.131 6.382
F 3.076 1.355 6.995
C 0.175 0.872 -4.731
F 0.366 1.845 -3.848
F -0.447 -0.212 -4.069
F -0.577 1.379 -5.758
S 1.843 0.371 -5.477
O 1.569 -0.716 -6.356
O 2.229 1.625 -6.057
N 2.700 0.120 -4.136
S 2.625 -1.161 -3.277
O 2.708 -0.799 -1.887
O 1.612 -2.079 -3.632
C 4.288 -2.025 -3.654
F 5.332 -1.210 -3.871
F 4.543 -2.892 -2.612
F 4.120 -2.723 -4.721
C -1.114 -6.001 -0.476
O -0.586 -5.936 -1.772
O -1.166 -4.873 0.195
C -2.529 -6.615 -0.626
F -2.560 -7.842 -1.201
F -3.058 -6.792 0.633
F -3.361 -5.806 -1.251
C 0.810 -5.549 -1.736
C 1.426 -5.410 -3.094
H 2.479 -5.394 -3.127
H 1.083 -6.228 -3.765
H 1.214 -4.413 -3.473
H 1.369 -6.325 -1.183
H 0.982 -4.640 -1.185
H -0.555 -6.782 0.031

Results of the Löwdin charge analysis, in e, for atoms 1 through 6: atom 1 (C): -0.08, atom 2 (C): -0.19, atom 3 (N): -0.07, atom 4 (C): -0.06, atom 5 (C): -0.03, atom 6 (N): -0.05

---

[2]
A structure of composition C46H79As2CaN8O5S3 in a non-equilibrium geometry. Source: the OMol25 dataset; level of theory: wB97M-V/def2-TZVPD.

Results
**E**: -243761.6474 eV
**Energy relative to the best compared isomer or geometry (same formula, charge and spin)**: 38.31 kcal/mol
**Charge**: +1
**LUMO**: -2.25 eV

Element x y z (Å)
Ca 0.251 0.272 -0.690
C 0.220 4.583 1.269
C 0.474 3.187 1.792
C -0.050 3.012 3.214
O 1.898 2.963 1.774
C -0.040 2.083 0.842
O -0.382 2.313 -0.337
O 0.097 0.890 1.276
H 0.748 5.300 1.896
H -0.849 4.784 1.291
H 0.573 4.674 0.244
H 0.555 3.619 3.887
H 0.007 1.965 3.513
H -1.085 3.341 3.266
H 2.029 2.035 2.004
C -0.870 1.907 -4.552
As -0.918 0.446 -3.243
C -0.212 -0.912 -4.484
C -2.796 -0.074 -3.444
C -3.724 0.775 -4.042
C -5.032 0.370 -4.249
C -5.422 -0.911 -3.889
C -4.519 -1.741 -3.246
C -3.216 -1.325 -2.983
As -2.105 -2.395 -1.762
C -3.598 -2.916 -0.569
C -2.111 -4.074 -2.817
H -1.483 1.657 -5.417
H 0.159 2.031 -4.886
H -1.207 2.844 -4.110
H -0.830 -0.952 -5.380
H -0.200 -1.892 -4.010
H 0.808 -0.646 -4.762
H -3.438 1.780 -4.328
H -5.746 1.052 -4.693
H -6.430 -1.254 -4.083
H -4.844 -2.722 -2.924
H -4.013 -3.880 -0.860
H -4.375 -2.158 -0.638
H -3.268 -2.978 0.463
H -3.128 -4.334 -3.105
H -1.700 -4.883 -2.211
H -1.508 -3.978 -3.719
C 1.224 -0.470 7.702
C 1.641 -0.585 6.263
C 1.591 -1.800 5.588
C 1.952 -1.886 4.251
C 2.379 -0.752 3.588
C 2.475 0.463 4.251
C 2.093 0.544 5.578
S 2.816 -0.875 1.842
C 4.573 -1.235 2.222
O 2.241 -2.149 1.354
H 0.939 -1.439 8.108
H 0.375 0.210 7.800
H 2.034 -0.063 8.307
H 1.274 -2.693 6.114
H 1.908 -2.828 3.717
H 2.866 1.340 3.747
H 2.142 1.497 6.090
H 4.619 -2.081 2.904
H 5.004 -0.347 2.683
H 5.096 -1.468 1.296
C 1.574 -4.999 -0.536
C 1.605 -4.383 -1.935
N 2.714 -3.456 -2.114
C 3.927 -4.012 -2.709
C 4.753 -4.889 -1.766
C 2.647 -2.167 -1.700
C 3.962 -1.450 -1.538
N 1.560 -1.513 -1.433
H 0.680 -5.615 -0.427
H 1.570 -4.217 0.223
H 2.437 -5.641 -0.372
H 0.659 -3.868 -2.125
H 1.699 -5.168 -2.686
H 4.541 -3.199 -3.086
H 3.622 -4.599 -3.579
H 4.824 -4.440 -0.774
H 5.761 -5.009 -2.163
H 4.315 -5.880 -1.661
H 4.402 -1.159 -2.492
H 4.673 -2.095 -1.024
H 3.780 -0.564 -0.940
H 0.733 -2.110 -1.461
C -3.349 0.134 5.264
C -4.406 -0.105 4.186
C -4.558 1.082 3.241
S -3.046 1.251 2.194
O -3.013 2.661 1.738
C -3.624 0.248 0.751
C -4.208 1.123 -0.350
C -5.533 1.783 0.021
H -3.244 -0.749 5.896
H -3.642 0.966 5.905
H -2.379 0.369 4.822
H -5.367 -0.297 4.668
H -4.148 -0.997 3.602
H -4.626 2.024 3.786
H -5.428 0.973 2.598
H -4.342 -0.487 1.118
H -2.725 -0.276 0.382
H -4.360 0.500 -1.235
H -3.475 1.896 -0.593
H -6.282 1.033 0.288
H -5.920 2.354 -0.823
H -5.395 2.474 0.851
C 1.778 3.510 -2.523
N 2.224 2.180 -2.062
C 2.830 1.492 -3.212
N 3.949 2.229 -3.786
C 3.453 3.543 -4.207
N 2.877 4.288 -3.088
C 3.911 4.453 -2.064
N 4.412 3.158 -1.595
C 3.279 2.416 -1.052
C 4.955 2.429 -2.739
H 1.354 4.049 -1.677
H 1.009 3.385 -3.286
H 2.074 1.357 -3.991
H 3.174 0.509 -2.898
H 2.689 3.396 -4.975
H 4.275 4.119 -4.636
H 3.492 4.995 -1.215
H 4.738 5.031 -2.480
H 2.854 2.989 -0.231
H 3.635 1.456 -0.669
H 5.318 1.454 -2.402
H 5.790 2.993 -3.159
N -1.906 -4.311 5.757
C -1.112 -4.725 4.755
S -0.182 -6.075 4.872
C -1.066 -3.860 3.554
C -1.161 -2.476 3.651
C -1.061 -1.709 2.502
N -0.952 -2.232 1.284
C -0.882 -3.558 1.195
C -0.902 -4.407 2.284
H -1.997 -4.899 6.570
H -2.568 -3.564 5.625
H -1.277 -1.993 4.612
H -1.078 -0.628 2.559
H -0.846 -3.963 0.189
H -0.813 -5.477 2.163

Results of the Löwdin charge analysis, in e, for atoms 1 through 6: atom 1 (Ca): 1.17, atom 2 (C): 0.01, atom 3 (C): -0.51, atom 4 (C): -0.01, atom 5 (O): -0.02, atom 6 (C): -0.63

---

[3]
A cluster of 22 separate species, C46H81Cl42N4O4S3 in total in a non-equilibrium geometry. Source: the OMol25 dataset; level of theory: wB97M-V/def2-TZVPD.

Results
**E**: -621605.7246 eV
**Charge**: +1
**LUMO**: -2.93 eV

Element x y z (Å)
C -4.696 1.581 -0.849
C -3.696 2.487 -0.127
C -3.085 1.840 1.122
C -2.295 0.570 0.812
O -1.747 0.664 -0.532
C -0.473 0.327 -0.751
C -0.204 -0.858 -1.353
C -1.263 -1.854 -1.701
C -2.062 -2.365 -0.491
C -3.565 -2.133 -0.711
O -1.871 -3.783 -0.408
C 1.090 -1.159 -1.653
C 1.539 -2.433 -2.328
O 2.062 -3.328 -1.722
O 1.329 -2.577 -3.653
N 0.340 -1.707 -4.198
C -0.339 -2.510 -5.239
C -1.535 -3.274 -4.714
C 2.086 -0.281 -1.317
C 1.807 0.878 -0.695
C 2.990 1.776 -0.360
C 3.640 2.341 -1.664
C 2.675 3.237 -2.486
S 3.396 4.918 -2.491
C 2.234 5.995 -3.265
S 2.543 6.877 -4.576
N 0.976 6.134 -2.672
C 0.662 5.978 -1.340
C -0.630 6.243 -1.242
N -1.168 6.530 -2.482
C -0.183 6.470 -3.291
N 0.529 1.161 -0.402
C 0.172 2.402 0.334
C 0.234 2.089 1.863
C 1.358 2.748 2.635
S 1.371 2.054 4.340
H -4.175 1.117 -1.684
H -5.529 2.120 -1.268
H -4.993 0.764 -0.201
H -2.923 2.869 -0.785
H -4.232 3.368 0.206
H -2.486 2.615 1.586
H -3.921 1.645 1.784
H -3.007 -0.235 0.818
H -1.557 0.328 1.562
H -0.823 -2.736 -2.138
H -1.930 -1.416 -2.430
H -1.710 -1.957 0.451
H -3.765 -1.240 -1.287
H -3.985 -3.020 -1.166
H -4.070 -1.990 0.243
H -2.198 -4.011 0.470
H 0.778 -0.929 -4.680
H 0.402 -3.226 -5.585
H -0.628 -1.863 -6.046
H -1.869 -3.965 -5.480
H -2.327 -2.603 -4.411
H -1.273 -3.883 -3.858
H 3.104 -0.540 -1.538
H 2.716 2.655 0.193
H 3.720 1.149 0.122
H 4.390 3.026 -1.280
H 4.076 1.572 -2.277
H 1.693 3.281 -2.034
H 2.636 2.837 -3.491
H 1.315 5.705 -0.545
H -1.226 6.251 -0.357
H -0.297 6.654 -4.340
H -0.856 2.624 0.092
H 0.767 3.246 0.023
H -0.687 2.366 2.353
H 0.378 1.022 1.965
H 2.337 2.548 2.246
H 1.163 3.798 2.791
H 1.670 0.781 4.043
C -0.294 -6.204 2.233
Cl -1.992 -5.762 1.963
Cl -0.115 -7.937 2.516
H 0.282 -5.929 1.358
H 0.070 -5.667 3.100
C 4.656 4.708 1.675
Cl 3.013 5.267 1.330
Cl 4.678 2.960 1.943
H 5.292 4.948 0.835
H 5.016 5.202 2.569
C -1.908 6.335 2.900
Cl -2.702 4.788 3.213
Cl -0.226 6.108 2.396
H -2.443 6.848 2.110
H -1.921 6.926 3.807
C 7.113 -0.211 -1.386
Cl 6.200 -0.214 -2.903
Cl 6.381 0.854 -0.172
H 7.140 -1.221 -0.996
H 8.118 0.147 -1.582
C -5.679 -6.495 2.610
Cl -6.730 -6.531 1.187
Cl -6.348 -5.478 3.890
H -5.570 -7.502 2.988
H -4.717 -6.097 2.319
C 3.696 6.111 -8.209
Cl 4.898 5.150 -9.078
Cl 4.218 7.778 -8.052
H 2.762 6.083 -8.757
H 3.561 5.694 -7.217
C -0.281 0.893 7.709
Cl -0.912 -0.715 8.103
Cl 1.340 0.800 7.022
H -0.935 1.371 6.989
H -0.242 1.472 8.623
C -8.787 -7.466 -1.885
Cl -10.015 -6.347 -2.484
Cl -9.229 -9.149 -2.193
H -7.849 -7.256 -2.384
H -8.679 -7.328 -0.816
C 3.905 -2.247 6.475
Cl 5.328 -1.209 6.605
Cl 2.824 -1.714 5.178
H 4.228 -3.260 6.261
H 3.358 -2.213 7.413
C -3.191 -1.804 5.534
Cl -3.062 -0.054 5.742
Cl -3.870 -2.250 3.962
H -2.200 -2.235 5.618
H -3.836 -2.197 6.309
C 2.738 -6.364 4.098
Cl 2.410 -4.745 3.450
Cl 3.811 -6.292 5.501
H 1.803 -6.818 4.398
H 3.209 -6.960 3.326
C 1.458 1.642 -9.337
Cl 1.059 3.296 -9.750
Cl 2.395 1.608 -7.828
H 0.545 1.072 -9.210
H 2.063 1.217 -10.129
C -5.492 -7.695 6.900
Cl -4.981 -8.436 5.376
Cl -7.249 -7.616 7.034
H -5.105 -8.289 7.718
H -5.093 -6.689 6.944
C -6.061 -11.568 -2.520
Cl -5.388 -10.218 -1.597
Cl -5.716 -13.122 -1.754
H -7.135 -11.441 -2.583
H -5.624 -11.563 -3.510
C 2.350 -9.999 6.111
Cl 1.084 -8.907 5.519
Cl 1.942 -11.688 5.810
H 3.275 -9.765 5.599
H 2.464 -9.850 7.177
C 3.391 -3.543 10.612
Cl 4.825 -2.521 10.723
Cl 2.317 -3.017 9.304
H 3.701 -4.562 10.417
H 2.847 -3.488 11.547
C -7.958 4.347 -0.667
Cl -6.259 4.689 -1.024
Cl -8.130 3.371 0.796
H -8.478 5.286 -0.524
H -8.385 3.804 -1.501
C 11.381 0.881 -2.401
Cl 10.161 1.390 -1.217
Cl 10.759 0.985 -4.048
H 12.243 1.529 -2.307
H 11.657 -0.145 -2.193
C -3.719 8.383 -4.845
Cl -3.006 8.047 -6.434
Cl -5.483 8.370 -4.905
H -3.386 7.622 -4.148
H -3.388 9.361 -4.518
C 7.917 4.031 -1.983
Cl 6.672 4.487 -0.803
Cl 7.376 4.323 -3.635
H 8.805 4.620 -1.792
H 8.133 2.977 -1.866
C 0.273 10.436 -6.378
Cl 1.457 9.465 -7.263
Cl 0.796 12.116 -6.225
H -0.669 10.411 -6.913
H 0.148 10.016 -5.386

Results of the Löwdin charge analysis, in e, for atoms 1 through 6: atom 1 (C): -0.09, atom 2 (C): -0.26, atom 3 (C): -0.17, atom 4 (C): -0.13, atom 5 (O): 0.00, atom 6 (C): -0.19

---

no.,orbital gap (eV)
1,8.76
2,8.23
3,7.84